{
  "formula": "C70H165N13O12",
  "method": "ωB97M-V/def2-TZVPD",
  "relative_energy_ev": 0.000,
  "total_energy_ha": -4380.36984,
  "smiles": "CC1(C)CCCC(C)(C)N1O.CC1(C)CCCC(C)(C)N1O.CC1(C)CCCC(C)(C)N1O.CC1(C)CCCC(C)(C)N1O.CC1(C)CCCC(C)(C)N1O.COC[C@H](C)N.COC[C@H](C)N.COC[C@H](C)N.COC[C@H](C)N.COC[C@H](C)N.COC[C@H](C)N.NC(N)=O",
  "gap_ev": 8.69,
  "lumo_energy_ev": 0.444,
  "e_homo_ev": -8.2414,
  "elements": ["C", "C", "C", "O", "C", "N", "H", "H", "H", "H", "H", "H", "H", "H", "H", "H", "H", "C", "C", "C", "O", "C", "N", "H", "H", "H", "H", "H", "H", "H", "H", "H", "H", "H", "C", "C", "C", "O", "C", "N", "H", "H", "H", "H", "H", "H", "H", "H", "H", "H", "H", "C", "C", "C", "O", "C", "N", "H", "H", "H", "H", "H", "H", "H", "H", "H", "H", "H", "C", "C", "C", "O", "C", "N", "H", "H", "H", "H", "H", "H", "H", "H", "H", "H", "H", "C", "C", "C", "O", "C", "N", "H", "H", "H", "H", "H", "H", "H", "H", "H", "H", "H", "C", "O", "N", "N", "H", "H", "H", "H", "C", "C", "C", "C", "C", "C", "N", "O", "C", "C", "C", "H", "H", "H", "H", "H", "H", "H", "H", "H", "H", "H", "H", "H", "H", "H", "H", "H", "H", "H", "C", "C", "C", "C", "C", "C", "N", "O", "C", "C", "C", "H", "H", "H", "H", "H", "H", "H", "H", "H", "H", "H", "H", "H", "H", "H", "H", "H", "H", "H", "C", "C", "C", "C", "C", "C", "N", "O", "C", "C", "C", "H", "H", "H", "H", "H", "H", "H", "H", "H", "H", "H", "H", "H", "H", "H", "H", "H", "H", "H", "C", "C", "C", "C", "C", "C", "N", "O", "C", "C", "C", "H", "H", "H", "H", "H", "H", "H", "H", "H", "H", "H", "H", "H", "H", "H", "H", "H", "H", "H", "C", "C", "C", "C", "C", "C", "N", "O", "C", "C", "C", "H", "H", "H", "H", "H", "H", "H", "H", "H", "H", "H", "H", "H", "H", "H", "H", "H", "H", "H"],
  "xyz": [[6.489856, -1.370020, 3.554667], [6.437839, -2.716533, 2.770640], [6.549379, -2.457813, 1.255874], [6.203294, -3.743955, 0.565820], [6.958001, -3.913672, -0.613627], [7.621698, -3.467882, 3.122735], [5.488585, -0.955024, 3.472992], [7.406745, -0.822831, 3.208434], [6.547290, -1.602148, 4.654477], [5.463556, -3.237388, 2.985528], [7.626645, -2.091156, 1.021744], [5.942263, -1.605031, 0.940730], [6.644572, -4.852898, -1.075553], [7.976406, -3.681597, -0.232540], [6.725283, -3.122414, -1.327073], [7.834523, -3.385037, 4.110481], [7.488334, -4.450163, 2.894916], [3.929342, 3.082115, 0.248535], [5.381459, 2.666717, 0.456259], [5.723847, 2.451169, 1.927521], [7.055454, 1.927946, 2.066624], [7.510989, 2.260341, 3.350229], [5.662667, 1.381427, -0.253688], [3.783068, 4.049943, 0.676605], [3.217215, 2.397098, 0.723342], [3.675843, 3.120387, -0.817577], [6.127006, 3.387868, 0.111841], [5.040194, 1.754985, 2.430420], [5.735933, 3.468787, 2.362821], [6.863070, 1.808630, 4.168892], [7.577308, 3.344122, 3.539786], [8.525542, 1.931881, 3.350862], [6.614061, 1.259470, -0.011242], [5.672715, 1.526012, -1.239771], [-6.959308, -0.316322, 2.279413], [-6.656756, 0.910550, 1.444266], [-5.632880, 1.772979, 2.174086], [-5.090448, 2.840167, 1.329144], [-4.058563, 3.481720, 2.058544], [-6.081059, 0.511246, 0.172054], [-7.271736, -0.063897, 3.277162], [-6.101477, -0.955788, 2.469090], [-7.741239, -0.993746, 1.886757], [-7.602456, 1.351875, 1.276098], [-4.795187, 1.125266, 2.327361], [-6.013098, 2.194812, 3.104546], [-4.377623, 3.472348, 3.100668], [-3.955797, 4.432830, 1.510658], [-3.125547, 2.937243, 2.169264], [-5.268090, -0.064315, 0.334838], [-5.722827, 1.329471, -0.332765], [-1.451607, -0.608803, 5.040272], [-2.796327, -0.851679, 5.573744], [-3.358295, 0.301389, 6.389824], [-2.576885, 0.510817, 7.526014], [-2.779035, 1.851944, 7.903904], [-3.723932, -1.057223, 4.426793], [-1.416103, 0.262094, 4.338973], [-1.082778, -1.484589, 4.573577], [-0.665684, -0.361387, 5.731867], [-2.702969, -1.726367, 6.177530], [-4.292861, -0.023598, 6.727567], [-3.428898, 1.206853, 5.741464], [-2.039972, 2.539579, 7.414757], [-2.505513, 1.865145, 8.941040], [-3.779806, 2.189742, 7.899673], [-4.469719, -1.658155, 4.850030], [-3.297187, -1.794306, 3.851185], [3.500299, -6.864432, 5.741403], [3.170398, -6.479970, 4.337470], [1.651853, -6.791210, 4.048049], [1.163374, -6.393078, 2.783242], [-0.128321, -6.843041, 2.452143], [3.439175, -5.145193, 3.981374], [3.216498, -7.907547, 5.842021], [2.762141, -6.309429, 6.402386], [4.516432, -6.778665, 6.062518], [3.607284, -7.156441, 3.624058], [1.126649, -6.239852, 4.855759], [1.483240, -7.889922, 4.230775], [-0.997575, -6.350849, 2.981945], [-0.209830, -7.906224, 2.539146], [-0.265657, -6.602772, 1.401257], [2.965122, -4.905158, 3.096146], [4.431786, -4.866738, 3.975660], [3.278146, -0.812900, -5.236085], [3.848704, 0.493312, -4.755494], [5.280956, 0.315757, -4.219302], [5.761957, 1.578416, -3.962580], [7.116077, 1.677360, -3.825819], [3.698605, 1.552907, -5.745689], [3.248993, -1.492639, -4.354524], [3.897349, -1.196904, -6.048666], [2.224362, -0.751796, -5.560666], [3.290848, 0.848163, -3.846775], [6.005687, -0.175679, -4.945731], [5.188944, -0.248956, -3.286949], [7.460582, 1.174932, -2.909412], [7.426957, 2.700734, -3.738940], [7.673190, 1.388195, -4.713144], [4.345171, 1.424363, -6.494939], [3.956557, 2.426575, -5.254284], [-2.740378, -3.746330, 1.570565], [-2.436152, -3.358395, 2.703023], [-3.759044, -4.605239, 1.369507], [-2.216558, -3.340358, 0.426885], [-4.152024, -5.077548, 2.180435], [-3.972113, -4.986137, 0.469827], [-2.608377, -3.829674, -0.369306], [-1.403831, -2.810646, 0.439367], [0.145838, 4.985059, -5.985373], [0.182231, 4.267330, -4.656723], [1.457451, 3.463912, -4.422616], [1.497508, 2.888587, -2.977016], [1.302968, 3.993796, -1.956146], [0.107202, 4.895067, -2.169237], [0.083467, 5.282321, -3.594262], [-1.035962, 6.097693, -3.765023], [-1.156605, 4.193345, -1.598394], [0.251404, 6.112556, -1.315250], [-0.947775, 3.238271, -4.883711], [1.000899, 5.619157, -6.165379], [-0.735695, 5.561840, -6.134378], [0.138099, 4.249825, -6.801949], [1.505888, 2.748465, -5.252206], [2.365160, 4.121183, -4.490559], [2.431504, 2.337005, -3.027086], [0.679803, 2.147452, -2.925191], [2.205318, 4.689854, -1.926623], [1.287732, 3.509398, -1.000043], [-1.403357, 4.498165, -0.570640], [-1.963039, 4.491478, -2.233128], [-1.110054, 3.062380, -1.641338], [1.061753, 6.853457, -1.712949], [-0.653327, 6.597428, -1.409089], [0.377985, 5.847931, -0.242898], [-0.742290, 2.686441, -5.809880], [-1.877336, 3.728646, -4.955754], [-1.046785, 2.449443, -4.125494], [-0.821039, 6.817817, -4.326016], [-5.347852, 3.121776, -5.323804], [-5.362982, 1.657743, -4.911885], [-6.720798, 0.993096, -5.165145], [-6.834187, 0.661907, -6.654504], [-5.742699, -0.233774, -7.134511], [-4.406493, 0.396205, -6.914967], [-4.283942, 0.858472, -5.574987], [-3.010369, 1.422837, -5.381385], [-3.287324, -0.666895, -7.088326], [-4.212844, 1.511366, -8.010474], [-5.046521, 1.498176, -3.432823], [-5.645413, 3.166264, -6.371463], [-4.405080, 3.634908, -5.165760], [-6.134773, 3.641406, -4.779629], [-6.816264, 0.106588, -4.596133], [-7.496049, 1.728756, -4.855236], [-6.761870, 1.640741, -7.196025], [-7.782263, 0.248714, -6.933917], [-5.877366, -0.627240, -8.091544], [-5.673273, -1.069626, -6.416869], [-3.397893, -1.221266, -7.994353], [-2.247635, -0.260841, -7.071626], [-3.275589, -1.356112, -6.258566], [-3.910892, 1.129042, -8.976832], [-5.103436, 2.185023, -8.103011], [-3.355954, 2.103042, -7.695203], [-5.810662, 1.812396, -2.804271], [-4.204582, 1.986664, -2.993818], [-4.896543, 0.406564, -3.334975], [-2.652407, 1.037211, -4.613023], [3.567363, 3.341329, 6.681734], [1.990989, 3.518624, 6.386253], [1.273195, 4.693998, 7.140747], [-0.110925, 5.085019, 6.630934], [-0.096252, 5.367639, 5.147906], [0.539988, 4.151336, 4.325787], [1.875442, 3.900895, 4.914846], [2.601222, 2.924302, 4.162841], [-0.414526, 2.998935, 4.317374], [0.592485, 4.580999, 2.835291], [1.247199, 2.199673, 6.834511], [3.750395, 3.283001, 7.754148], [4.172984, 4.153070, 6.244139], [3.804281, 2.415081, 6.291002], [1.240711, 4.494448, 8.229862], [1.937338, 5.544286, 6.907528], [-0.320713, 6.006976, 7.135162], [-0.842971, 4.297784, 6.814287], [0.479473, 6.252873, 4.848456], [-1.057988, 5.557724, 4.751765], [-0.157335, 2.158635, 3.695839], [-0.757371, 2.740694, 5.310019], [-1.344520, 3.271843, 3.810759], [-0.439903, 4.794211, 2.463238], [1.159605, 5.490862, 2.735821], [1.009409, 3.889771, 2.170141], [1.196703, 1.460123, 6.000844], [0.187980, 2.418089, 7.034068], [1.755237, 1.647702, 7.631206], [2.086396, 2.072170, 4.352264], [1.458603, -3.979267, 0.518887], [1.626043, -2.462298, 0.440780], [1.662133, -2.069742, -1.082919], [1.683400, -0.543700, -1.235132], [0.580211, 0.091504, -0.463000], [0.372498, -0.376203, 0.998636], [0.380158, -1.854377, 1.034939], [0.376317, -2.195223, 2.510005], [1.397420, 0.240621, 1.931485], [-1.014401, 0.087950, 1.365807], [3.013927, -2.117883, 1.096338], [0.654456, -4.214714, -0.187979], [1.273971, -4.274037, 1.500115], [2.393901, -4.437486, 0.160629], [2.541825, -2.542378, -1.484572], [0.777760, -2.413887, -1.572057], [1.566275, -0.211712, -2.298852], [2.639038, -0.268499, -0.820666], [-0.362228, -0.192740, -0.927584], [0.555474, 1.205587, -0.357785], [1.244332, 1.301878, 1.975970], [1.422683, -0.163762, 2.914992], [2.341017, 0.227843, 1.474942], [-1.255330, -0.190229, 2.412910], [-0.984535, 1.200457, 1.357984], [-1.645722, -0.403795, 0.674491], [3.525502, -1.278904, 0.594237], [3.589503, -3.040068, 0.925078], [3.040361, -1.876930, 2.189494], [-0.540818, -2.344787, 2.741862], [-2.918856, -6.200871, -3.893996], [-2.383850, -5.363223, -2.700273], [-1.161430, -4.602938, -3.073283], [-1.396246, -3.369361, -3.843010], [-2.225405, -2.410815, -3.096299], [-3.545084, -3.019089, -2.701726], [-3.325627, -4.352328, -2.111643], [-4.542193, -5.094288, -1.702626], [-4.311772, -2.225338, -1.615499], [-4.491806, -3.044008, -3.944838], [-1.949139, -6.332021, -1.573600], [-2.194008, -7.029990, -4.064053], [-3.088524, -5.707741, -4.821583], [-3.843555, -6.720164, -3.570644], [-0.776092, -4.211149, -2.119679], [-0.471524, -5.240683, -3.610123], [-1.776132, -3.706558, -4.762389], [-0.367160, -2.950185, -4.007925], [-2.490590, -1.580125, -3.746535], [-1.565320, -2.077940, -2.288412], [-4.531157, -1.248338, -2.018835], [-5.233009, -2.712817, -1.271622], [-3.615972, -2.140761, -0.712522], [-4.697397, -2.023705, -4.225855], [-4.049767, -3.510894, -4.831524], [-5.373932, -3.612721, -3.779632], [-2.834091, -6.984908, -1.352093], [-1.672567, -5.867568, -0.637441], [-1.007883, -6.882732, -1.798311], [-4.810427, -5.528705, -2.490254]],
  "forces_ev_per_a": [[0.15, -1.62, 0.38], [-0.01, 0.93, -0.23], [0.62, -0.61, -0.29], [-0.17, 1.97, 1.25], [0.07, 1.34, 0.82], [0.15, -0.87, 0.36], [0.32, 0.99, -0.48], [-1.28, 0.07, 0.40], [0.37, 0.16, -0.93], [0.75, 0.40, -0.23], [-1.45, -1.10, 0.35], [-0.56, -0.39, -0.26], [0.82, -0.14, 0.30], [0.14, -1.20, -1.22], [-0.11, 0.19, -0.29], [-0.12, -0.18, -0.05], [0.23, 0.14, 0.06], [0.40, -0.38, -0.27], [0.02, -1.55, -0.23], [0.28, 0.42, -0.41], [-0.95, 0.75, -0.13], [-0.32, -0.11, 0.74], [-0.85, 0.56, 1.02], [-0.30, 0.80, 0.24], [0.31, -0.07, 0.02], [0.18, 0.05, 0.17], [-0.39, 0.56, -0.17], [-0.17, 0.34, -0.02], [-0.45, -0.50, 0.28], [0.87, 0.30, -0.86], [-0.39, -0.06, -0.26], [0.70, -0.64, 0.60], [1.27, -0.90, 0.18], [-0.29, 0.28, -0.91], [-0.21, -1.09, 0.32], [1.33, -0.72, 0.08], [-0.11, 0.74, -1.19], [-0.65, -1.10, 0.80], [-0.83, 0.09, -0.33], [-0.19, 0.16, -1.03], [-0.34, 0.47, 0.50], [0.50, 0.04, -0.32], [0.30, 0.63, -0.24], [-0.85, 1.14, -0.33], [0.58, -0.64, 0.80], [0.03, 0.08, 0.15], [-0.14, 1.25, 0.25], [0.39, -0.11, 0.97], [0.45, -0.42, -0.89], [0.17, -0.28, 0.11], [-0.29, -0.30, 0.34], [1.38, 1.95, -0.92], [-0.69, 0.91, -0.60], [1.32, -0.71, -1.47], [-0.02, 1.02, -0.20], [2.60, -0.10, 1.28], [-0.60, -1.80, 1.04], [-0.32, -0.77, 0.24], [0.26, -0.85, -0.89], [0.00, 0.08, 1.00], [-0.31, -0.77, 0.82], [-2.08, -0.06, 0.28], [0.00, -0.53, 0.36], [-0.96, -0.39, -0.11], [0.28, 0.26, 0.78], [-1.25, 0.33, -0.67], [0.16, 0.99, -0.54], [0.19, 0.46, -0.26], [-2.35, 0.07, 0.81], [-1.36, -1.27, -1.99], [-0.25, -0.06, 1.89], [0.78, 0.07, 0.33], [-0.72, 1.01, -0.11], [0.14, 2.17, -0.47], [0.12, -0.34, 0.18], [1.25, -0.37, -0.37], [0.59, 0.45, 0.04], [1.05, -0.74, -0.28], [-0.29, -0.19, -0.35], [0.14, 0.80, -0.31], [1.11, -0.30, -0.02], [-0.06, -0.87, 0.30], [0.04, 0.08, -0.17], [0.68, -0.03, 0.68], [-0.89, -0.45, -0.16], [-0.60, -0.54, 0.84], [-0.35, 0.59, 0.74], [-0.02, -0.90, -1.03], [-0.84, 1.55, 0.16], [1.47, 0.14, 0.61], [-0.23, 0.65, 1.17], [0.33, -0.02, -0.74], [-0.13, -0.31, 0.07], [0.54, 0.32, -0.06], [0.22, -0.43, -0.82], [-0.99, 0.06, 0.61], [0.38, -0.42, 0.02], [0.24, -0.25, -0.33], [-0.36, 0.84, 0.37], [0.02, -0.87, -0.21], [0.54, -0.05, -0.60], [-0.10, -0.58, -0.77], [-0.46, 0.21, 1.02], [0.47, 0.14, 0.15], [-1.26, -1.27, 1.19], [-0.96, -0.98, -0.32], [0.24, 0.40, -0.45], [-0.09, -0.10, -0.33], [0.69, 0.42, -0.69], [1.98, 1.19, -0.17], [1.27, -0.33, -1.00], [-0.44, -0.71, -0.21], [0.45, 1.26, 0.24], [-0.90, -0.21, -2.39], [2.41, 0.55, -0.51], [0.06, -1.51, 0.48], [0.63, -0.14, 0.41], [-1.84, -0.84, 0.76], [-0.01, -1.36, -0.62], [2.74, 1.18, -0.07], [0.69, -0.93, 1.00], [0.42, 0.38, 0.15], [-0.83, 0.46, 0.11], [0.16, 0.15, 0.23], [0.26, -0.22, 0.57], [-0.71, -0.26, -0.22], [0.21, 0.05, 1.18], [0.31, 0.11, 0.36], [-0.76, -0.96, -0.23], [-0.32, 0.08, 0.88], [0.29, -0.14, -0.32], [-0.90, 0.14, -0.25], [0.06, 1.16, 0.07], [-1.15, -1.46, 0.88], [-1.97, 1.50, 0.08], [0.28, 0.17, -0.75], [-0.15, 0.31, 0.18], [-1.21, 0.51, -0.22], [0.13, 0.39, 0.21], [0.83, 0.93, -0.69], [-0.90, -0.11, -0.47], [1.56, 0.20, 0.55], [0.15, 1.31, -1.32], [-0.42, 1.76, -0.49], [0.47, -0.68, 3.29], [1.83, 0.50, -2.61], [-1.10, -0.46, 1.32], [-0.83, 1.36, -1.70], [0.89, 0.87, 0.26], [0.06, 0.53, 0.93], [0.64, -1.68, -0.54], [0.25, 0.39, -0.03], [0.16, -0.18, -0.01], [0.03, 0.17, 0.22], [-0.09, -0.96, 0.81], [0.35, -0.61, -0.15], [-0.29, -0.77, 0.22], [-0.75, -0.22, 0.11], [-0.09, -0.38, -1.66], [-0.56, -0.36, -0.33], [-0.20, -0.38, -0.74], [-0.89, 0.15, -0.24], [-0.43, -0.38, 0.38], [-0.34, -0.41, -0.27], [0.89, -0.68, -0.10], [-0.02, 0.36, 0.08], [-1.95, 0.38, 0.98], [1.09, 0.54, -0.42], [-0.14, 0.47, 0.47], [0.47, -0.96, 1.50], [-2.37, 2.25, 0.58], [-0.38, 0.16, 0.25], [1.59, -0.13, -0.45], [0.82, -0.39, -0.53], [1.97, -1.14, -1.11], [-0.67, 1.17, -0.31], [0.59, -0.30, 0.55], [-1.73, -1.32, 0.42], [-1.65, -0.26, 0.28], [-0.76, 1.48, 1.09], [0.13, -0.19, -1.71], [-0.18, 0.20, 0.13], [-0.38, -0.41, 0.07], [0.87, -1.78, -1.02], [0.21, 0.12, -0.53], [-0.21, 0.04, 0.59], [-0.79, 0.31, 0.56], [-0.18, 0.26, 0.38], [0.21, -0.09, 0.51], [-1.30, -0.04, -0.32], [0.80, -0.68, 0.23], [0.17, -0.65, 0.12], [-0.04, 0.56, 0.03], [0.67, -0.13, 0.48], [0.33, 0.50, -0.08], [0.75, -1.41, -0.74], [0.14, 0.34, 0.36], [0.53, -0.24, 0.47], [-0.20, 0.50, 0.17], [1.09, 1.20, -0.63], [0.47, 0.97, -2.18], [0.00, 0.12, 0.21], [-0.34, 1.13, 1.64], [0.62, -0.16, -0.67], [-1.29, 0.33, 1.28], [0.44, -0.13, 0.01], [0.64, -0.22, 1.34], [1.11, 0.26, -1.84], [-0.42, 0.80, -0.74], [0.92, 0.71, 1.88], [-0.03, -0.02, 0.14], [-0.07, -0.50, 0.42], [-0.52, -0.71, 1.56], [-0.42, -0.07, 0.06], [0.33, -0.16, -0.43], [-0.68, -0.77, -0.34], [0.55, -0.37, 0.71], [0.54, 0.79, -0.30], [-0.23, 0.15, -0.45], [0.44, -0.71, -0.65], [-0.61, 0.79, 0.29], [-0.06, -0.44, 0.67], [1.61, -0.47, -0.36], [-0.03, -0.01, -0.77], [-0.58, -0.63, -0.42], [-1.37, 0.04, -0.58], [-0.12, -0.41, 0.17], [0.30, 0.58, 0.21], [-0.46, -0.46, -0.90], [-0.86, -0.44, -0.35], [0.11, -1.31, 1.58], [-0.22, -0.03, 0.26], [0.64, 0.54, 1.25], [2.28, 0.05, -0.82], [-0.18, 0.59, -0.01], [-2.76, -0.75, 0.14], [0.21, -2.14, 0.70], [1.53, 2.04, 0.59], [1.62, -0.09, 1.05], [1.62, -0.30, -0.32], [-0.87, -0.95, -0.02], [-0.40, 0.59, 0.03], [-0.12, 0.69, -0.59], [0.30, 0.17, -0.40], [0.65, -0.68, 0.01], [0.39, -0.25, 0.27], [-0.73, 0.26, -1.70], [-0.94, -0.03, -0.26], [0.19, 0.47, 0.16], [-0.65, 0.28, 0.42], [-0.18, 0.37, 0.12], [0.26, 0.07, -0.38], [-1.19, 0.27, -1.23], [-0.43, 0.38, -0.06], [0.32, 0.06, 0.09], [-1.01, -0.15, 0.52], [1.12, 0.06, -0.12], [-0.27, 0.77, 0.18], [-0.95, -0.04, -0.46], [-0.70, -0.68, -1.24]],
  "mulliken_charge": [-1.277, 1.603, -0.535, -0.222, -0.692, -0.685, 0.096, 0.316, 0.464, -0.883, 0.552, -0.018, 0.229, 0.354, 0.182, 0.276, 0.252, -1.001, 0.210, -0.643, -0.436, -0.793, -0.165, 0.635, -0.131, 0.111, 0.341, 0.111, 0.581, 0.225, 0.366, 0.334, 0.338, -0.118, -1.275, 0.149, -0.398, -0.421, -0.535, -0.349, 0.427, 0.060, 0.358, 0.402, 0.135, 0.494, 0.410, 0.336, 0.043, -0.024, 0.232, -0.603, -0.076, -0.469, -0.371, -0.780, -0.156, -0.269, 0.229, 0.541, 0.532, 0.433, 0.218, 0.287, 0.313, 0.411, 0.334, -0.085, -1.320, 0.553, -0.984, -0.147, -0.725, -0.487, 0.352, 0.335, 0.408, 0.325, 0.331, 0.306, 0.292, 0.485, 0.006, 0.115, 0.138, -1.538, 2.076, -0.722, -0.277, -0.916, -0.604, 0.209, 0.474, 0.339, -0.885, 0.412, 0.176, 0.311, 0.293, 0.367, 0.293, 0.249, -0.359, -0.841, -0.182, 1.227, 0.281, -0.038, -0.377, -0.518, -2.498, 3.042, -2.756, 1.677, -0.931, 2.547, 0.150, -0.563, -1.370, -2.067, -2.022, 0.489, 0.592, 0.363, 0.525, 0.480, 0.012, -0.708, 0.412, -0.747, 0.486, 0.420, -0.162, 0.335, 0.687, 0.149, 0.561, 0.649, -0.250, 0.376, -1.533, 1.937, -1.071, -0.834, -0.851, 1.092, 0.606, 0.475, -1.799, -1.449, -3.165, 0.360, 0.048, 0.476, 0.366, 0.437, 0.298, 0.475, 0.570, 0.042, 0.505, 0.169, 0.190, 0.476, 0.268, 0.149, 0.656, 0.451, 0.409, 0.122, -2.018, 1.668, -1.244, 0.066, -1.487, 2.548, -0.406, 0.099, -0.170, -2.449, -1.175, 0.462, 0.370, 0.482, 0.293, 0.398, 0.467, -0.309, 0.431, 0.459, -0.414, -0.373, 0.221, 0.336, 0.607, 0.182, 0.015, 0.096, 0.544, 0.203, -2.287, 2.864, -1.580, 0.802, -0.806, 3.259, 0.863, -0.439, -0.464, -1.376, -0.695, -0.481, 0.707, 0.812, 0.781, -0.801, 0.564, -0.688, -0.028, -0.891, -0.670, 0.362, -0.015, -1.011, 0.197, 0.768, -0.694, 0.616, -0.160, -0.008, -1.668, 1.559, -1.172, -0.858, 0.294, 2.317, 1.678, -0.750, -0.281, -1.601, -1.381, 0.448, 0.291, 0.447, -0.685, 0.898, 0.374, 0.522, -0.603, -0.558, -0.362, 0.416, 0.111, -0.172, 0.263, 0.458, 0.355, -0.199, 0.439, 0.313]
}